DFT (the ωB97M-V functional and the def2-TZVPD basis) results for one molecule with the formula C6H11N3 in a non-equilibrium geometry.

The value obtained for the calculated total energy is -399.3234 hartree. Its maximum force is 1.0 eV Å⁻¹. The calculation puts the frontier orbital gap at 7.11 eV. Its LUMO energy is 0.278 eV.

```
! RIJCOSX wB97M-V def2-TZVPD def2/J DEFGRID3
* xyz 0 1
C -1.99353 -0.38650 -0.91077
C -1.61619 0.83761 1.14035
C 2.58395 -1.10839 0.43694
N -0.98841 0.09077 0.04654
C 0.99407 0.58374 -0.59931
C 1.28924 -0.45886 0.10410
N 1.20171 1.62046 -1.38110
C -0.04609 -1.04779 0.66811
N -0.26262 -2.00170 1.36904
H 1.30226 2.53100 -0.95056
H 0.81270 1.62874 -2.31497
H -2.71710 -1.06653 -0.44871
H -1.49986 -0.90289 -1.73533
H -2.54173 0.46487 -1.32411
H -2.34130 0.22290 1.68615
H -2.13985 1.71142 0.74226
H -0.84403 1.15360 1.84280
H 3.26008 -0.43294 0.97027
H 2.39403 -1.97338 1.08168
H 3.15266 -1.46611 -0.42338
*
```

DFT (the ωB97M-V functional and the def2-TZVPD basis) results for a 12-piece molecular cluster, C4H33NO12S2 overall in a non-equilibrium geometry.

The value obtained for the calculated total energy is -1926.1067 hartree. Its maximum force is 9.8 eV Å⁻¹. The calculation puts the frontier orbital gap at 9.11 eV. Its LUMO energy is 0.203 eV.

```
! RIJCOSX wB97M-V def2-TZVPD def2/J DEFGRID3
* xyz 0 1
N -0.75415 -2.21432 0.75902
C -0.23563 -0.86336 0.98899
C 0.12127 -0.59435 2.48095
O -0.91596 0.06819 3.19509
C 0.85014 -0.30994 0.10238
S 0.27452 -0.11490 -1.65362
S 1.76284 0.18704 -2.92356
C 2.15570 1.93578 -3.13920
H -0.06181 -2.89706 0.80682
H -1.46451 -2.43322 1.55680
H -1.05010 -0.25124 0.65087
H 1.08837 0.11768 2.54912
H 0.33974 -1.56146 3.10220
H -0.99196 0.97037 2.74992
H 1.00895 0.77281 0.27690
H 1.73847 -1.00015 -0.01626
H 2.97770 2.16536 -2.40861
H 2.49669 1.90944 -4.22164
H 1.47522 2.74490 -2.96682
H -3.56036 0.42865 0.62913
H -3.82992 -0.47962 1.87902
O -3.99349 0.44612 1.43429
H 2.34945 -2.45504 1.90858
H 1.65017 -3.25865 3.00035
O 1.60673 -2.86597 2.16426
H -1.55802 2.91256 -1.82229
H -0.34102 2.48578 -2.80053
O -0.80401 3.17271 -2.31217
H 3.14019 2.79218 0.54648
H 2.09122 3.17073 -0.29577
O 2.93394 2.87238 -0.26250
H -2.29150 -1.82860 -0.43184
H -2.08594 -2.04784 -2.06191
O -2.68102 -1.65353 -1.39124
H -2.11243 -1.07893 3.03345
H -3.48352 -1.68831 3.30092
O -2.90758 -1.56632 2.61633
H 0.10663 3.78273 -1.09532
H 0.72826 5.05172 -0.59337
O 0.60703 4.12238 -0.26916
H 0.78812 -3.98535 -1.50810
H 1.50205 -3.85205 -2.82148
O 1.37087 -4.47016 -2.08023
H -3.38465 1.09622 -1.87071
H -2.46300 -0.02660 -1.34228
O -2.51899 0.96349 -1.43811
H -0.59299 2.80900 1.32667
H -2.01023 2.14081 1.37681
O -1.32956 2.41724 1.87107
H 4.66593 -2.10350 -0.82153
H 3.51742 -3.17366 -1.23144
O 4.07477 -2.76215 -0.52670
*
```